{
  "formula": "C4H8O",
  "method": "wB97M-V/def2-TZVPD",
  "elements": ["H", "C", "H", "C", "C", "H", "H", "H", "H", "O", "C", "H", "H"],
  "coordinates": [[0.7074, -0.6785, 1.3330], [0.7412, -0.0232, 0.4257], [-0.5558, -1.3729, -0.7419], [-1.7766, 0.0740, 0.2850], [2.0693, 0.0281, -0.2450], [0.8789, 1.1303, 0.2946], [-1.7729, 1.1357, 0.5576], [-2.6532, -0.1115, -0.3455], [2.8725, -0.7170, -0.1601], [2.2704, 1.0864, -0.8104], [-0.4882, -0.3210, -0.4441], [-1.9058, -0.5031, 1.2084], [-0.3872, 0.2728, -1.3575]],
  "smiles": "CCCC=O",
  "e_homo_ha": -0.370,
  "charge": 0,
  "lumo_energy_ev": 0.901,
  "relative_energy_ev": 1.5625
}